(P)
Formula: C6H8FN
Source: the OMol25 dataset
Level of theory: ωB97M-V/def2-TZVPD

Summary:
* orbital gap (spin up / spin down): 8.36 / 8.36 eV
* HOMO level (spin up / spin down): -8.3 / -8.3 eV
* structure (SMILES): CC1(C)C=NC(F)=C1

Last column: natural (NBO) charge in e.
Positions of all 16 atoms, in Å:
F1 -0.03 3.53 2.34  -0.3054
N1 -1.30 1.64 1.96  -0.4750
C1 0.63 -1.03 0.55  -0.5785
C2 -1.26 0.52 1.33  0.1352
C3 0.83 1.62 0.76  -0.3305
C4 -0.09 0.38 0.49  -0.1571
C5 -0.22 2.39 1.68  0.5456
C6 -0.61 0.55 -0.98  -0.5783
H1 0.75 -1.43 1.61  0.2257
H2 -0.99 1.54 -1.31  0.2384
H3 0.41 0.37 -1.51  0.2228
H4 -1.40 -0.28 -1.03  0.2030
H5 -0.04 -1.62 0.06  0.1982
H6 -2.11 -0.18 1.27  0.2003
H7 1.79 2.03 0.63  0.2352
H8 1.65 -1.10 -0.05  0.2204

***

(Q)
Formula: C6H8FN
Source: the OMol25 dataset
Level of theory: ωB97M-V/def2-TZVPD

Summary:
* orbital gap: 9.98 eV
* HOMO level: -9.0 eV
* structure (SMILES): C#C[C@@]1(NC)C[C@H]1F

Last column: natural (NBO) charge in e.
Positions of all 16 atoms, in Å:
F1 -2.72 -0.50 -0.45  -0.3220
N1 0.90 -0.18 -0.85  -0.5974
C1 -1.45 -0.95 -0.42  0.2232
C2 -0.75 1.40 0.04  -0.0277
C3 -0.71 -1.05 0.95  -0.4867
C4 -0.31 -0.01 -0.16  0.0063
C5 -1.23 2.52 -0.04  -0.2080
C6 2.09 0.08 -0.05  -0.4203
H1 0.92 -1.12 -1.27  0.3607
H2 2.24 -0.53 0.82  0.1747
H3 -1.27 -1.80 -1.12  0.1734
H4 1.95 1.11 0.35  0.2071
H5 0.05 -1.88 0.95  0.2197
H6 -1.53 3.55 0.01  0.2377
H7 3.03 0.07 -0.69  0.2081
H8 -1.20 -0.71 1.93  0.2512

***

Relative energies, in eV, with the most stable structure set to zero: (P) 0.000; (Q) 0.431.

***

(P)
Formula: C5H7N4
Source: the OMol25 dataset
Level of theory: ωB97M-V/def2-TZVPD

Summary:
* orbital gap (spin up / spin down): 7.06 / 7.02 eV
* HOMO level (spin up / spin down): -12.8 / -12.8 eV
* net charge: +1

Last column: natural (NBO) charge in e.
Positions of all 16 atoms, in Å:
N1 0.97 -1.46 1.10  -0.1812
N2 -0.44 0.67 2.57  -0.3140
N3 -0.85 1.25 0.34  -0.5339
N4 0.92 -1.17 2.37  -0.2528
C1 0.49 -0.86 0.03  -0.0953
C2 -0.24 0.25 -0.40  0.2013
C3 -0.37 0.50 -1.87  -0.6538
C4 0.22 -0.29 3.13  0.1314
C5 -0.57 1.38 1.60  0.5805
H1 1.43 -1.87 2.91  0.4305
H2 0.19 -0.44 4.20  0.2473
H3 -0.11 -0.38 -2.44  0.2585
H4 0.31 1.30 -2.19  0.2487
H5 -1.21 2.04 -0.20  0.4594
H6 0.78 -1.47 -0.82  0.2365
H7 -1.39 0.79 -2.13  0.2368

***

(Q)
Formula: C5H7N4
Source: the OMol25 dataset
Level of theory: ωB97M-V/def2-TZVPD

Summary:
* orbital gap: 8.56 eV
* HOMO level: -12.2 eV
* net charge: +1
* structure (SMILES): NC#CCn1cn[nH+]c1

Last column: natural (NBO) charge in e.
Positions of all 16 atoms, in Å:
N1 -2.09 -1.14 -1.31  -0.2953
N2 -1.06 0.42 -0.20  -0.2906
N3 -1.38 -0.48 -2.22  -0.1842
N4 3.21 -0.58 1.27  -0.8186
C1 0.99 0.57 1.03  -0.2012
C2 -0.28 1.23 0.69  -0.2704
C3 -0.73 0.46 -1.60  0.1899
C4 -1.82 -0.64 -0.10  0.2847
C5 2.16 0.20 0.98  0.2694
H1 -2.32 -1.23 0.66  0.2644
H2 3.48 -1.26 0.59  0.4114
H3 -0.17 1.12 -2.19  0.2608
H4 3.81 -0.43 2.05  0.4218
H5 -0.95 1.40 1.56  0.2533
H6 -0.15 2.27 0.18  0.2517
H7 -2.71 -1.92 -1.40  0.4531

***

(R)
Formula: C5H7N4
Source: the OMol25 dataset
Level of theory: ωB97M-V/def2-TZVPD

Summary:
* orbital gap: 9.68 eV
* HOMO level: -14.0 eV
* net charge: +1

Last column: natural (NBO) charge in e.
Positions of all 16 atoms, in Å:
N1 0.38 0.58 3.11  -0.5226
N2 0.32 -1.66 0.49  -0.7644
N3 -0.13 1.72 -0.42  -0.1483
N4 0.15 0.64 0.26  -0.2155
C1 0.09 -0.61 -0.25  0.4133
C2 -0.55 1.68 -1.63  -0.0129
C3 0.49 1.21 2.09  0.3614
C4 -0.34 -0.71 -1.64  -0.2082
C5 -0.70 0.49 -2.26  -0.1262
H1 0.27 -2.72 0.27  0.4548
H2 0.90 -1.48 1.24  0.3913
H3 0.85 2.26 2.15  0.2537
H4 -0.98 0.47 -3.32  0.2543
H5 -0.94 2.57 -1.96  0.2339
H6 -0.68 -1.61 -1.93  0.2328
H7 0.15 -0.47 3.02  0.4025

***

Relative energies, in eV, with the most stable structure set to zero: (P) 1.073; (Q) 0.000; (R) 0.206.

***

(P)
Formula: C4H7O2
Source: the OMol25 dataset
Level of theory: ωB97M-V/def2-TZVPD

Summary:
* orbital gap: 6.23 eV
* HOMO level: -2.4 eV
* net charge: -1
* structure (SMILES): O=CCCC[O-]

Last column: natural (NBO) charge in e.
Positions of all 13 atoms, in Å:
O1 0.58 -2.59 1.46  -0.5730
O2 -1.30 2.08 -1.53  -0.9430
C1 -0.75 0.89 -1.26  0.0162
C2 0.75 -0.51 0.26  -0.5437
C3 0.01 0.82 0.10  -0.4481
C4 0.23 -1.44 1.31  0.4659
H1 0.67 1.69 0.18  0.1928
H2 -0.78 0.90 0.86  0.1792
H3 -1.50 0.06 -1.18  0.0559
H4 -0.51 -1.01 2.02  0.0912
H5 0.75 -1.07 -0.69  0.2307
H6 0.03 0.57 -2.02  0.0531
H7 1.82 -0.40 0.47  0.2226

***

(Q)
Formula: C4H7O2
Source: the OMol25 dataset
Level of theory: ωB97M-V/def2-TZVPD

Summary:
* orbital gap: 7.68 eV
* HOMO level: -3.8 eV
* net charge: -1
* structure (SMILES): CCCC(=O)[O-]

Last column: natural (NBO) charge in e.
Positions of all 13 atoms, in Å:
O1 0.83 0.26 -2.54  -0.8074
O2 1.14 -1.99 -2.12  -0.7823
C1 0.72 -0.82 -1.83  0.7258
C2 0.20 -0.80 -0.48  -0.4751
C3 -0.81 0.84 1.38  -0.6229
C4 0.40 0.49 0.35  -0.3823
H1 -0.93 0.12 2.21  0.1827
H2 0.50 1.35 -0.31  0.2294
H3 -1.00 -0.83 -0.78  0.1775
H4 0.32 -1.60 0.19  0.2004
H5 1.35 0.35 1.02  0.1761
H6 -0.79 1.79 1.88  0.1884
H7 -1.92 0.85 1.04  0.1898

***

Relative energies, in eV, with the most stable structure set to zero: (P) 1.127; (Q) 0.000.

***

(P)
Formula: C2H4P2
Source: the OMol25 dataset
Level of theory: ωB97M-V/def2-TZVPD

Summary:
* orbital gap: 8.07 eV
* HOMO level: -9.0 eV

Last column: natural (NBO) charge in e.
Positions of all 8 atoms, in Å:
P1 -1.25 0.20 0.80  0.2949
P2 -2.16 -1.07 -0.50  0.0002
C1 1.57 0.68 0.14  -0.3719
C2 0.49 -0.07 -0.03  -0.4993
H1 -3.52 -0.73 -0.22  -0.0294
H2 2.46 0.32 -0.22  0.1888
H3 0.70 -1.05 -0.54  0.2154
H4 1.73 1.71 0.57  0.2013

***

(Q)
Formula: C2H4P2
Source: the OMol25 dataset
Level of theory: ωB97M-V/def2-TZVPD

Summary:
* orbital gap: 8.43 eV
* HOMO level: -8.6 eV

Last column: natural (NBO) charge in e.
Positions of all 8 atoms, in Å:
P1 0.91 1.34 -0.58  0.6181
P2 -1.07 -0.44 0.12  0.6148
C1 -0.52 1.19 0.41  -0.9051
C2 0.63 -0.65 -0.61  -0.9933
H1 0.72 -1.03 -1.71  0.2373
H2 -0.99 2.05 0.82  0.2189
H3 -0.92 -1.10 1.50  -0.0412
H4 1.23 -1.36 0.04  0.2504

***

(R)
Formula: C2H4P2
Source: the OMol25 dataset
Level of theory: ωB97M-V/def2-TZVPD

Summary:
* orbital gap: 8.97 eV
* HOMO level: -9.1 eV
* structure (SMILES): C#P.C=P

Last column: natural (NBO) charge in e.
Positions of all 8 atoms, in Å:
P1 -1.10 -1.77 1.69  0.5603
P2 0.63 1.01 -0.20  0.4496
C1 0.31 -1.18 1.93  -0.7753
C2 -0.62 0.87 -1.30  -0.8092
H1 1.57 0.20 -0.88  -0.0630
H2 -1.53 1.41 -1.10  0.2107
H3 -0.57 0.35 -2.24  0.2132
H4 1.31 -0.88 2.10  0.2138

***

Relative energies, in eV, with the most stable structure set to zero: (P) 0.000; (Q) 0.100; (R) 1.360.